# 1
The following is a DFT calculation (the ωB97M-V functional and the def2-TZVPD basis) of a 2-piece molecular cluster, CH3F2NO2S overall at a distorted geometry.

Atoms and positions in Å:
C 2.16969 0.92488 0.48007
N -1.22112 -0.51321 -0.35684
O -1.42894 2.01626 -0.59861
O -1.33278 0.99611 1.68450
F 1.90066 -0.40378 0.42074
F 2.62293 1.45915 -0.73702
S -0.92064 1.04771 0.27409
H 2.53779 1.45552 1.34595
H -0.56440 -0.79621 -1.03594
H -1.67729 -1.25991 0.17634

Properties
Multiplicity: 1
Electronic energy in hartree: -842.913414
Frontier orbital gap (spin up / spin down) in eV: 9.5 / 7.6
Energy above the lowest of the compared OMol25 structures with the same formula, charge and spin in kcal per mole: 81.65

Which charges does natural (NBO) predict for the atoms? In e, they are: atom 1 (C): 0.535, atom 2 (N): -1.060, atom 3 (O): -0.859, atom 4 (O): -0.880, atom 5 (F): -0.323, atom 6 (F): -0.344, atom 7 (S): 1.956, atom 8 (H): 0.160, atom 9 (H): 0.398, atom 10 (H): 0.418



# 2
The following is a DFT calculation (the ωB97M-V functional and the def2-TZVPD basis) of one molecule with the formula CH3F2OPS at a distorted geometry.

Atoms and positions in Å:
C -1.02115 0.67133 0.73937
O -0.74616 -0.61834 0.06386
P 1.07362 -0.64921 -0.69784
F 1.53010 -2.04354 -0.06020
F 0.54464 -1.42046 -2.03317
S 2.19701 0.87604 -0.87699
H -0.21270 1.41870 0.73281
H -1.37602 0.64193 1.86341
H -1.98934 1.12354 0.26874

Properties
Multiplicity: 1
Electronic energy in hartree: -1054.454038
Frontier orbital gap in eV: 10.4
Energy above the lowest of the compared OMol25 structures with the same formula, charge and spin in kcal per mole: 33.66

Which charges does natural (NBO) predict for the atoms? In e, they are: atom 1 (C): -0.293, atom 2 (O): -0.713, atom 3 (P): 1.918, atom 4 (F): -0.535, atom 5 (F): -0.547, atom 6 (S): -0.404, atom 7 (H): 0.197, atom 8 (H): 0.189, atom 9 (H): 0.189



# 3
The following is a DFT calculation (the ωB97M-V functional and the def2-TZVPD basis) of a 2-piece molecular cluster, CH3F2PS overall at a distorted geometry.

Atoms and positions in Å:
C -0.62171 -0.28876 -0.54545
F -1.59232 -1.15940 -0.29916
F 0.10217 -0.74585 -1.54653
P 0.83015 -0.30275 1.55151
S -1.32035 1.36434 -0.90936
H 1.57305 -1.30682 0.89456
H 1.52806 0.65286 0.78973
H -0.49906 1.78639 0.06471

Properties
Multiplicity: 3
Electronic energy in hartree: -978.997585
Frontier orbital gap (spin up / spin down) in eV: 8.0 / 7.6
Energy above the lowest of the compared OMol25 structures with the same formula, charge and spin in kcal per mole: 59.71

Which charges does natural (NBO) predict for the atoms? In e, they are: atom 1 (C): 0.554, atom 2 (F): -0.326, atom 3 (F): -0.323, atom 4 (P): 0.105, atom 5 (S): -0.050, atom 6 (H): -0.041, atom 7 (H): -0.058, atom 8 (H): 0.140



# 4
The following is a DFT calculation (the ωB97M-V functional and the def2-TZVPD basis) of a 3-piece molecular cluster, CH3F3N2O overall at a distorted geometry.

Atoms and positions in Å:
F -1.23670 -0.32545 -1.88485
N -1.45445 0.21187 -0.60110
N -1.75670 -0.43282 0.32229
F -1.92603 -1.81294 0.20467
C 1.77726 -0.40980 0.77747
O 0.85496 0.36062 0.55683
H 2.00326 -0.80164 1.77871
H 1.97194 -1.20881 -0.01324
F 0.01665 2.49399 -0.93473
H -0.25018 1.92498 -0.20605

Properties
Multiplicity: 1
Electronic energy in hartree: -524.034995
Frontier orbital gap in eV: 10.7
Energy above the lowest of the compared OMol25 structures with the same formula, charge and spin in kcal per mole: 75.67

Which charges does natural (NBO) predict for the atoms? In e, they are: atom 1 (F): -0.210, atom 2 (N): 0.215, atom 3 (N): 0.227, atom 4 (F): -0.224, atom 5 (C): 0.282, atom 6 (O): -0.531, atom 7 (H): 0.129, atom 8 (H): 0.118, atom 9 (F): -0.580, atom 10 (H): 0.573



# 5
The following is a DFT calculation (the ωB97M-V functional and the def2-TZVPD basis) of one molecule with the formula CH3F3OSi at a distorted geometry.

Atoms and positions in Å:
O -0.72336 1.34392 -0.80867
C -0.74392 -0.28824 -0.34089
Si 0.94517 -0.32154 0.49845
F 1.55289 1.10449 0.84262
F 0.88490 -1.10803 1.91406
F 2.17414 -1.10742 -0.16919
H -1.61167 1.49962 -0.95958
H -0.84586 -0.88989 -1.19869
H -1.63229 -0.23291 0.22188

Properties
Multiplicity: 1
Electronic energy in hartree: -704.394111
Frontier orbital gap in eV: 11.8
Energy above the lowest of the compared OMol25 structures with the same formula, charge and spin in kcal per mole: 17.15

Which charges does natural (NBO) predict for the atoms? In e, they are: atom 1 (O): -0.742, atom 2 (C): -0.589, atom 3 (Si): 2.352, atom 4 (F): -0.634, atom 5 (F): -0.654, atom 6 (F): -0.643, atom 7 (H): 0.457, atom 8 (H): 0.222, atom 9 (H): 0.232



# 6
The following is a DFT calculation (the ωB97M-V functional and the def2-TZVPD basis) of one molecule with the formula CH3FIP at a distorted geometry.

Atoms and positions in Å:
C -0.00201 0.20073 0.85909
F 0.96818 -0.76634 -1.40826
P 0.56891 -1.26701 0.13958
I -1.78243 0.46504 -0.59800
H -1.28744 1.99527 -1.38014
H -0.26289 0.11183 1.97881
H 1.79767 -0.73952 0.40892

Properties
Multiplicity: 1
Electronic energy in hartree: -778.637554
Frontier orbital gap in eV: 6.8
Energy above the lowest of the compared OMol25 structures with the same formula, charge and spin in kcal per mole: 111.18

Which charges does natural (NBO) predict for the atoms? In e, they are: atom 1 (C): -0.929, atom 2 (F): -0.611, atom 3 (P): 0.861, atom 4 (I): 0.371, atom 5 (H): 0.131, atom 6 (H): 0.220, atom 7 (H): -0.042